Molecular formula: C21H25N5O4S2
Method: DFT, ωB97M-V/def2-TZVPD

Output
maximum force: 0.016 Eh/bohr
lowest unoccupied orbital energy: 0.46 eV
frontier orbital gap: 0.302 hartree
energy: -59496.1471 eV
relative energy (zero: lowest compared OMol25 entry of this formula, charge and spin): 0.0 kcal per mole
E_HOMO: -7.76 eV

```
57
Properties=species:S:1:pos:R:3:forces:R:3:nbo_charge:R:1
C 2.02859 1.60255 -1.78451 0.08 0.11 -0.04 -0.3963
C 0.92828 1.15196 -2.35493 -0.09 -0.09 -0.09 -0.1670
C 0.77561 -0.22560 -2.92379 0.23 0.21 -0.28 -0.2763
N -0.32495 -0.93139 -2.28314 -0.16 -0.02 -0.09 -0.4321
C -0.15661 -1.55784 -1.09443 -0.18 -0.57 0.60 0.3644
S 1.45590 -1.56630 -0.39930 0.42 -0.14 0.08 0.2627
C 1.05718 -1.90338 1.34384 -0.02 -0.30 -0.37 -0.6202
C 1.81112 -0.93818 2.22024 -0.14 0.11 -0.12 0.5790
O 2.61311 -1.40758 3.03012 0.07 -0.21 0.02 -0.6187
C 1.61425 0.48752 2.03854 0.12 0.05 0.17 -0.4454
C 2.52134 1.38475 2.63570 -0.30 -0.34 -0.15 0.5364
N 3.46279 0.93610 3.45830 0.19 0.05 0.08 -0.7722
N 2.44774 2.71897 2.37159 0.09 0.08 0.15 -0.4380
C 3.44373 3.65401 2.87970 0.40 0.28 0.08 -0.2362
C 4.77587 3.57038 2.12788 -0.20 0.03 -0.07 -0.4069
C 4.59860 3.83339 0.63733 0.09 0.00 0.17 -0.6123
C 1.41758 3.27438 1.60925 -0.04 -0.23 0.04 0.8122
O 1.36070 4.46469 1.40115 -0.03 0.26 -0.09 -0.6201
N 0.47968 2.40452 1.14265 -0.19 0.13 -0.16 -0.4633
C -0.62445 3.00661 0.41337 -0.24 0.08 -0.17 -0.4171
C 0.50359 1.01048 1.27896 0.12 0.00 0.19 0.7036
O -0.40370 0.36211 0.79244 -0.05 0.07 0.16 -0.6372
N -1.08259 -2.18520 -0.44667 0.26 -0.14 0.19 -0.5364
C -2.30974 -2.15076 -0.98792 -0.21 0.34 -0.69 0.0673
S -3.69017 -2.89211 -0.26558 0.00 0.20 -0.34 0.4134
C -4.70017 -2.36465 -1.59795 0.19 0.16 0.06 -0.1615
C -6.14228 -2.73751 -1.62103 0.00 -0.24 -0.01 -0.4328
C -6.32403 -4.23004 -1.90353 -0.12 0.17 0.02 -0.5935
C -3.99679 -1.66816 -2.52291 -0.20 -0.08 0.10 -0.2200
C -2.62372 -1.53440 -2.19044 0.19 -0.26 0.54 -0.2537
C -1.58519 -0.86151 -2.92241 -0.12 -0.22 0.13 0.6638
O -1.69871 -0.27887 -3.98223 -0.09 0.19 -0.22 -0.6213
H 2.10105 2.60920 -1.40771 -0.03 0.24 0.05 0.1982
H 2.90662 0.98497 -1.68718 0.16 -0.17 0.03 0.1958
H 0.04756 1.77271 -2.44597 -0.10 0.15 0.02 0.2083
H 0.50415 -0.14989 -3.98304 0.15 -0.13 0.22 0.2638
H 1.69281 -0.80807 -2.81242 -0.07 0.06 -0.12 0.2140
H 1.36575 -2.91937 1.58915 -0.05 0.14 0.07 0.2457
H -0.02481 -1.79393 1.41750 0.12 -0.04 0.08 0.3122
H 4.17542 1.52848 3.84109 -0.05 0.03 -0.06 0.4023
H 3.45557 -0.08702 3.58668 0.00 0.19 0.04 0.4571
H 3.01573 4.64815 2.72887 0.09 -0.22 0.16 0.2627
H 3.57808 3.49795 3.95420 -0.08 0.01 -0.05 0.1985
H 5.24272 2.59209 2.26317 0.07 0.04 0.07 0.1944
H 5.44168 4.32105 2.55742 0.03 -0.05 0.07 0.2151
H 5.56633 3.88415 0.14528 0.05 -0.02 -0.10 0.2181
H 4.02389 3.03497 0.17338 -0.06 -0.05 -0.11 0.2030
H 4.07508 4.77224 0.47593 -0.06 0.09 -0.08 0.2197
H -1.19396 3.65589 1.07801 0.01 0.01 -0.06 0.2125
H -1.25366 2.20079 0.04420 0.07 0.11 0.04 0.2493
H -0.23834 3.60218 -0.41248 -0.04 0.01 0.02 0.2135
H -6.59837 -2.49780 -0.65757 -0.09 0.09 -0.06 0.2127
H -6.64273 -2.15172 -2.39449 0.01 0.06 0.08 0.2188
H -5.83453 -4.82002 -1.13224 0.02 -0.13 0.02 0.2062
H -7.38066 -4.48470 -1.92020 -0.10 -0.11 0.00 0.2087
H -5.88798 -4.48793 -2.86580 0.05 -0.06 -0.06 0.2097
H -4.41994 -1.25182 -3.41884 -0.17 0.06 -0.16 0.2353
```
Positions in Å, forces in eV/Å.